{"formula": "C17H30GaNO2P2Te", "method": "ωB97M-V with the def2-TZVPD basis set", "elements": ["C", "C", "N", "C", "C", "C", "C", "P", "Ga", "P", "C", "O", "O", "H", "H", "H", "C", "C", "H", "H", "H", "H", "C", "C", "H", "H", "H", "H", "H", "H", "H", "H", "H", "H", "H", "H", "H", "H", "H", "H", "H", "H", "Te", "C", "C", "C", "C", "C", "C", "H", "H", "H", "H", "H"], "xyz": [[0.853261, -0.945047, -4.057467], [0.950470, -0.783650, -2.665818], [-0.167379, -0.901032, -1.910423], [-1.390565, -0.990497, -2.467425], [-1.535527, -1.136002, -3.852043], [-0.392508, -1.129955, -4.650940], [2.203864, -0.284643, -2.013040], [2.215933, -0.267218, -0.188266], [0.035196, -1.018621, 0.245412], [-2.252618, -0.021050, 0.020488], [-2.595233, -0.937106, -1.552241], [1.964407, 2.686828, -3.085998], [-0.779560, 2.922646, -2.088340], [1.766267, -0.894944, -4.640658], [-2.557521, -1.210616, -4.251706], [-0.498872, -1.282303, -5.734055], [3.398785, -1.559256, 0.235754], [2.948908, 1.332518, 0.259829], [-3.440007, -0.430615, -2.057821], [-2.928317, -1.953594, -1.267184], [2.332950, 0.798249, -2.216473], [3.105265, -0.769533, -2.458437], [-3.579339, -0.549909, 1.132546], [-2.660737, 1.665968, -0.502764], [-0.059119, 3.727007, -1.314587], [-1.029662, 3.562375, -2.774079], [1.052799, 2.557949, -2.826384], [2.012520, 2.425280, -4.011695], [0.034970, -2.522981, 0.639307], [0.448876, 4.260311, -0.708020], [4.360277, -1.347477, -0.260285], [3.507128, -1.551117, 1.329880], [2.999343, -2.525051, -0.105776], [4.044132, 1.252305, 0.211649], [2.620192, 2.143791, -0.404761], [2.652276, 1.590751, 1.284131], [-3.659008, 1.665895, -0.977785], [-2.613925, 2.370831, 0.340201], [-1.935456, 2.043897, -1.281574], [-4.534129, -0.138886, 0.781593], [-3.623365, -1.643326, 1.122197], [-3.377281, -0.204030, 2.150543], [-0.247807, 1.081697, 1.862003], [-0.078455, -0.102605, 3.640026], [-1.196228, -0.227063, 4.483365], [-1.097348, -1.021913, 5.632861], [0.110923, -1.681624, 5.945031], [1.219351, -1.537397, 5.094632], [1.138698, -0.744560, 3.948745], [-2.116879, 0.303098, 4.222984], [-1.951007, -1.132237, 6.290922], [0.180594, -2.284601, 6.835049], [2.149254, -2.045970, 5.345066], [1.991215, -0.614983, 3.271805]], "atomic_forces_ev_per_a": [[0.15, 0.07, 0.53], [-1.20, 0.20, -0.62], [0.39, 0.35, -0.17], [0.09, -0.24, -0.21], [-0.06, 0.31, 0.33], [-0.33, -0.31, 0.04], [1.19, 0.06, -0.33], [0.55, -0.32, -1.13], [-1.18, 1.15, 0.42], [-0.28, -0.79, -1.54], [-1.15, -0.01, -0.13], [1.29, -0.29, -0.41], [0.32, -0.29, -1.42], [-0.15, 0.04, -0.05], [0.68, 0.01, 0.06], [0.20, 0.18, 0.54], [0.42, 0.05, 0.18], [0.25, 0.07, 0.31], [0.37, -0.51, -0.18], [0.19, 0.31, -0.22], [-0.35, -0.34, -0.53], [-0.58, 0.23, 0.39], [-0.18, -0.27, -0.02], [0.05, 0.08, -0.01], [0.75, 0.71, 1.21], [-0.01, -0.26, 0.15], [-1.50, 0.35, 0.46], [-0.07, 0.12, 0.05], [-0.06, 0.04, 0.06], [-0.27, -0.37, -0.42], [-0.23, -0.21, 0.34], [0.17, -0.26, -0.32], [0.16, 0.27, 0.21], [-0.23, -0.02, -0.08], [-0.15, -0.28, 0.12], [0.07, -0.07, -0.27], [0.21, -0.11, 0.39], [-0.13, -0.29, -0.29], [-0.14, -0.11, 0.43], [0.16, -0.10, 0.14], [-0.07, 0.12, 0.13], [-0.02, -0.03, -0.20], [0.66, 0.53, 2.12], [0.14, 0.24, 0.03], [0.65, -0.34, 0.06], [0.71, -0.12, -0.18], [-0.38, 0.72, -0.89], [-0.27, 0.02, 0.16], [-0.75, 0.03, 0.11], [0.28, -0.25, 0.21], [0.02, 0.02, -0.01], [0.02, -0.10, 0.10], [-0.15, 0.11, -0.07], [-0.25, -0.10, 0.39]], "lowdin_charge": [-0.01, -0.27, 0.03, -0.29, -0.01, -0.03, -0.26, 0.76, 0.07, 0.62, -0.29, -0.09, -0.45, 0.12, 0.13, 0.12, -0.25, -0.24, 0.09, 0.10, 0.07, 0.12, -0.24, -0.29, -0.08, -0.02, -0.03, 0.04, -0.05, -0.02, 0.06, 0.05, 0.06, 0.06, 0.05, 0.00, 0.06, 0.03, -0.01, 0.05, 0.05, 0.03, 0.96, -0.60, -0.16, -0.09, -0.09, -0.10, -0.16, 0.08, 0.10, 0.09, 0.10, 0.08], "homo_ha": -0.2319, "de_lowest_kj_mol": 244.78, "largest_force_ev_per_a": 2.28, "total_energy_ev": -101944.4448}

=====

{"formula": "C17H30N3O", "method": "ωB97M-V with the def2-TZVPD basis set", "elements": ["C", "C", "C", "C", "C", "C", "C", "C", "C", "C", "N", "C", "O", "C", "C", "N", "C", "C", "N", "C", "C", "H", "H", "H", "H", "H", "H", "H", "H", "H", "H", "H", "H", "H", "H", "H", "H", "H", "H", "H", "H", "H", "H", "H", "H", "H", "H", "H", "H", "H", "H"], "xyz": [[-3.539498, -2.813035, -0.825107], [-3.320966, -1.308567, -0.937104], [-3.491594, -0.568877, 0.404319], [-4.944933, -0.608024, 0.876782], [-2.948540, 0.837319, 0.256565], [-3.796710, 1.913389, 0.031629], [-3.314637, 3.199824, -0.134768], [-1.954679, 3.439088, -0.076667], [-1.083762, 2.387190, 0.135040], [-1.568517, 1.094354, 0.288791], [-0.679581, 0.013325, 0.500352], [0.622537, -0.081900, 0.241962], [1.317163, 0.830804, -0.215652], [1.215909, -1.463153, 0.552377], [0.734685, -2.460833, -0.504431], [2.663598, -1.381880, 0.490523], [3.323230, -0.609907, 1.530565], [4.456527, 0.199532, 0.883848], [3.928381, 0.911499, -0.305570], [4.371788, 0.297710, -1.562506], [4.212780, 2.350009, -0.287085], [-4.567460, -3.038596, -0.558547], [-2.888202, -3.250315, -0.068957], [-3.327223, -3.292955, -1.777269], [-2.318376, -1.117929, -1.331509], [-4.029122, -0.891510, -1.654729], [-2.909421, -1.098224, 1.173023], [-5.207132, -1.617893, 1.180493], [-5.627142, -0.309196, 0.085783], [-5.085148, 0.047443, 1.732977], [-4.859983, 1.749632, -0.017103], [-4.003558, 4.011562, -0.307996], [-1.567710, 4.438724, -0.196645], [-0.023364, 2.567842, 0.175618], [-1.134579, -0.824312, 0.842475], [0.853762, -1.778929, 1.548442], [1.128355, -3.451569, -0.289264], [-0.349137, -2.525770, -0.525498], [1.083810, -2.154025, -1.487490], [3.060590, -2.310419, 0.413758], [3.735790, -1.227175, 2.337290], [2.602806, 0.080158, 1.977057], [5.263681, -0.466747, 0.576390], [4.857096, 0.914564, 1.602443], [2.843074, 0.786832, -0.280026], [5.451630, 0.392496, -1.675499], [4.092899, -0.753192, -1.563728], [3.883989, 0.790090, -2.401153], [5.287175, 2.527571, -0.332606], [3.811891, 2.796673, 0.620031], [3.737818, 2.827315, -1.141628]], "atomic_forces_ev_per_a": [[0.01, 0.22, -0.14], [0.11, -0.27, 0.26], [-0.07, 0.08, -0.29], [0.28, -0.09, 0.11], [0.13, -0.03, 0.08], [0.11, 0.00, 0.04], [0.01, 0.08, -0.05], [-0.12, -0.06, 0.00], [0.18, 0.00, 0.03], [-0.24, 0.53, -0.16], [-0.33, -0.26, 0.16], [0.13, -0.36, 0.19], [-0.17, 0.15, -0.06], [0.06, -0.11, -0.07], [0.07, 0.09, 0.17], [-0.16, -0.30, 0.06], [0.25, 0.14, -0.10], [-0.03, -0.39, 0.72], [-0.69, -0.08, -0.01], [0.20, -0.32, -0.63], [0.10, 0.64, 0.01], [-0.10, -0.11, 0.05], [0.06, -0.09, 0.09], [-0.01, -0.12, -0.05], [-0.03, 0.05, -0.05], [0.03, 0.13, -0.04], [-0.02, -0.02, -0.02], [-0.08, -0.06, 0.01], [-0.09, 0.06, -0.08], [-0.09, 0.04, 0.07], [-0.14, -0.05, 0.03], [-0.07, 0.08, -0.02], [0.04, 0.09, -0.01], [0.01, 0.01, 0.01], [0.24, 0.07, -0.04], [0.03, 0.10, -0.18], [0.01, -0.10, 0.02], [-0.11, -0.05, -0.01], [0.01, 0.04, -0.10], [-0.06, 0.05, 0.00], [-0.06, 0.11, -0.05], [0.05, -0.05, 0.02], [-0.01, 0.10, -0.06], [0.04, 0.04, -0.12], [0.62, 0.07, -0.06], [-0.01, 0.06, 0.10], [0.00, 0.08, 0.07], [-0.04, 0.06, 0.05], [-0.02, -0.08, 0.01], [-0.01, -0.08, 0.04], [-0.02, -0.08, -0.03]], "lowdin_charge": [-0.10, -0.22, -0.34, -0.06, -0.13, -0.02, -0.06, -0.07, -0.01, -0.15, 0.17, -0.38, 0.04, -0.30, -0.01, -0.04, -0.16, -0.11, -0.23, -0.01, -0.01, 0.07, 0.07, 0.08, 0.10, 0.12, 0.13, 0.08, 0.09, 0.09, 0.11, 0.11, 0.11, 0.10, 0.13, 0.16, 0.09, 0.07, 0.10, 0.13, 0.13, 0.13, 0.13, 0.13, 0.10, 0.11, 0.10, 0.11, 0.11, 0.11, 0.11], "charge": 1, "homo_ha": -0.4132, "de_lowest_kj_mol": 5.74, "smiles": "CC[C@H](C)c1ccccc1NC(=O)[C@@H](C)NCC[NH+](C)C", "largest_force_ev_per_a": 0.82, "total_energy_ev": -24628.9866}

=====

{"formula": "C17H30N4O9", "method": "ωB97M-V with the def2-TZVPD basis set", "elements": ["C", "O", "C", "O", "O", "C", "H", "H", "H", "H", "H", "H", "C", "O", "C", "O", "O", "C", "H", "H", "H", "H", "H", "H", "C", "O", "C", "O", "O", "C", "H", "H", "H", "H", "H", "H", "C", "C", "N", "H", "H", "H", "C", "C", "N", "H", "H", "H", "C", "C", "N", "H", "H", "H", "C", "C", "N", "H", "H", "H"], "xyz": [[14.048383, 11.123548, 9.151591], [13.726296, 11.561335, 7.802417], [12.399396, 11.788171, 7.640015], [11.586793, 11.575898, 8.506681], [12.262059, 12.303964, 6.433983], [10.921602, 12.561430, 6.016023], [13.768205, 10.055030, 9.148445], [13.564003, 11.600499, 9.994322], [15.093387, 11.234420, 9.261653], [10.989405, 12.959090, 5.024219], [10.348672, 13.215375, 6.739132], [10.350178, 11.671350, 5.868367], [10.954239, 16.694666, 9.389268], [12.357496, 16.436476, 9.458364], [12.851662, 15.307160, 8.998789], [12.236902, 14.636878, 8.209723], [14.101432, 15.044514, 9.464036], [14.589881, 15.916533, 10.542775], [10.593664, 16.964330, 10.369280], [10.490347, 15.847471, 8.954431], [10.759114, 17.595953, 8.737658], [13.910210, 15.746972, 11.336786], [14.601735, 16.998371, 10.319711], [15.632177, 15.620979, 10.562169], [10.481615, 12.637874, 16.273601], [11.763217, 12.628995, 15.648024], [11.872775, 11.824231, 14.594450], [10.960936, 11.134563, 14.175603], [13.058185, 11.988331, 14.056380], [13.558741, 10.953004, 13.222771], [10.040936, 13.555139, 15.819914], [10.733470, 12.724347, 17.322069], [9.892570, 11.777515, 16.071073], [14.523307, 11.311147, 12.835748], [12.830960, 10.885315, 12.414609], [13.731422, 10.007394, 13.704905], [9.885719, 8.822152, 9.078519], [8.820008, 8.553600, 8.116751], [7.984808, 8.192717, 7.378999], [9.549550, 8.571803, 10.116896], [10.171744, 9.903055, 9.017982], [10.710945, 8.159576, 8.810837], [9.929370, 13.019454, 11.182048], [10.747244, 13.958859, 11.886099], [11.408345, 14.555338, 12.586667], [10.240848, 12.007409, 11.471197], [10.012388, 13.002442, 10.048509], [8.849148, 13.117657, 11.388451], [5.463232, 9.976671, 9.072165], [6.690198, 10.532902, 9.635838], [7.714550, 10.955842, 9.975141], [5.780746, 9.409838, 8.224911], [4.942115, 10.848889, 8.643312], [4.899887, 9.410305, 9.771764], [13.323896, 16.182484, 14.994650], [14.056517, 15.783663, 16.181448], [14.731391, 15.365065, 16.994668], [13.796167, 17.127905, 14.532423], [12.305426, 16.311863, 15.315044], [13.334518, 15.327573, 14.364107]], "atomic_forces_ev_per_a": [[-0.78, -1.51, -0.98], [-0.65, 0.53, 1.13], [1.61, 0.29, 0.60], [-0.51, 0.05, -0.68], [-0.83, -0.30, -0.09], [-0.74, 0.78, 0.82], [0.31, 0.34, 0.47], [-0.47, 0.55, -0.40], [1.11, 0.07, -0.10], [0.21, 0.79, -0.28], [0.95, -0.52, -0.86], [-0.21, -1.02, 0.37], [0.32, 1.60, -1.08], [0.32, 1.41, 1.41], [0.01, -0.32, -0.56], [0.73, -0.78, 0.18], [-1.23, 0.94, -0.58], [0.32, 0.22, -1.89], [0.03, -0.32, 0.41], [-0.74, -0.75, -0.20], [0.44, -1.00, 0.47], [0.12, -0.24, 1.39], [-0.35, -0.56, -0.39], [-0.06, -0.28, 0.98], [0.49, 1.99, -0.39], [0.78, -0.81, -0.35], [-1.70, 0.08, -0.16], [0.96, -0.03, -0.01], [1.25, -0.02, 0.81], [-0.13, 0.90, -1.32], [-0.41, -0.65, 0.92], [-0.46, 0.27, 0.23], [-0.31, -0.71, -0.26], [-0.41, -0.01, 0.14], [0.26, -0.59, -0.24], [-0.29, -0.30, 0.52], [-0.13, 0.62, 0.47], [-1.94, -1.24, -1.32], [1.79, 1.09, 1.58], [0.18, 0.30, -0.95], [-0.06, -1.03, 0.14], [0.14, 0.25, 0.10], [-1.02, -1.25, -2.05], [-0.91, -1.06, -0.78], [1.33, 1.50, 1.09], [-0.17, 0.22, 0.15], [0.25, 0.46, 1.37], [0.60, 0.08, 0.17], [0.71, 1.81, -0.66], [1.37, 0.23, 0.46], [-1.29, -0.38, -0.22], [0.10, -0.83, -0.50], [-0.35, -0.47, 0.42], [-0.54, -0.34, 0.49], [0.71, 1.56, 0.38], [0.04, 0.29, -1.07], [0.70, -0.38, 1.34], [-0.96, -1.60, 0.64], [-0.54, 0.52, -0.28], [0.03, -0.47, -1.02]], "lowdin_charge": [-0.03, 0.00, -0.62, 0.08, 0.01, -0.03, 0.10, 0.08, 0.08, 0.09, 0.11, 0.08, -0.02, -0.03, -0.59, 0.13, 0.00, -0.01, 0.09, 0.07, 0.11, 0.07, 0.10, 0.10, -0.02, -0.01, -0.64, 0.10, 0.00, -0.03, 0.11, 0.10, 0.08, 0.10, 0.09, 0.10, -0.09, -0.29, 0.12, 0.10, 0.05, 0.08, -0.09, -0.27, 0.18, 0.08, 0.09, 0.08, -0.05, -0.25, 0.16, 0.05, 0.10, 0.07, -0.08, -0.31, 0.12, 0.12, 0.07, 0.03], "homo_ha": -0.3991, "de_lowest_kj_mol": 130.09, "smiles": "COC(=O)OC.COC(=O)OC.COC(=O)OC.CC#N.CC#N.CC#N.CC#N", "largest_force_ev_per_a": 2.65, "total_energy_ev": -42501.2015}

=====

Question: Which formula does entry 3 have?
Answer: C17H30N4O9